Computed, not measured: C31H28BGeN8Pt as an isolated structure, with ωB97M-V/def2-TZVPD.

```
! wB97M-V def2-TZVPD RIJCOSX def2/J DEFGRID3
* xyz 2 6
Pt 0.9237 1.2239 -0.1338
C 2.7281 2.9082 3.4718
C 2.7736 2.0678 2.3635
N 1.6488 2.1935 1.6647
N 0.8677 3.1041 2.2889
C 1.5084 3.5479 3.3859
B -0.5447 3.4011 1.7482
N -0.3793 3.8188 0.1968
C -0.7388 4.9558 -0.3673
C -0.3190 4.9545 -1.7308
C 0.3097 3.7608 -1.9000
N 0.2924 3.0673 -0.7196
N -1.3627 2.0958 1.7738
C -2.3219 1.6445 2.6046
C -2.6346 0.3474 2.2585
C -1.7808 0.0482 1.1997
N -1.0241 1.1035 0.9204
N -1.1991 4.5679 2.4114
C -2.4942 4.8572 2.7357
C -2.5425 6.1581 3.1502
C -1.2103 6.6106 3.0483
N -0.4111 5.6681 2.5887
H 3.4837 3.0436 4.2248
H 3.5505 1.3984 2.0325
H 1.0604 4.3004 4.0099
H -1.2463 5.7240 0.1957
H -0.4687 5.7460 -2.4445
H 0.7899 3.3254 -2.7607
H -2.7118 2.2595 3.3967
H -3.3738 -0.2865 2.7146
H -1.6723 -0.8659 0.6388
H -3.2946 4.1500 2.6041
H -3.4089 6.7023 3.4824
H -0.8089 7.5844 3.2804
C 1.4709 -0.6992 0.1214
Ge 0.8647 -2.1122 -1.0166
C 0.5079 -1.5310 -2.8208
C -0.5610 -0.6546 -3.0289
C -0.8367 -0.1708 -4.2994
C -0.0438 -0.5577 -5.3730
C 1.0230 -1.4222 -5.1743
C 1.3007 -1.9065 -3.9022
C 1.8700 -3.8065 -0.9233
C 1.6294 -4.7706 -1.9325
C 2.4055 -5.9065 -1.9933
C 3.3488 -6.1396 -0.9928
C 3.5219 -5.2365 0.0705
C 2.7527 -4.1013 0.1358
C -0.6199 -3.1704 -0.2835
C -1.6752 -3.5713 -1.1167
C -2.7633 -4.2248 -0.5703
C -2.7767 -4.5394 0.7897
C -1.7061 -4.1961 1.6110
C -0.6188 -3.5328 1.0731
H 2.4554 -0.8444 0.5732
H -1.2051 -0.3631 -2.2028
H -1.6763 0.4943 -4.4552
H -0.2618 -0.1892 -6.3664
H 1.6415 -1.7212 -6.0100
H 2.1476 -2.5689 -3.7642
H 0.8586 -4.5890 -2.6717
H 2.2688 -6.6249 -2.7895
H 3.9396 -7.0460 -1.0153
H 4.2599 -5.4460 0.8329
H 2.8728 -3.4056 0.9572
H -1.6591 -3.3355 -2.1746
H -3.6013 -4.4976 -1.1976
H -3.6230 -5.0698 1.2062
H -1.7172 -4.4617 2.6594
H 0.2174 -3.2680 1.7106
*
```

Calculated values
E_HOMO (spin up / spin down) in hartree: -0.498 / -0.515
Relative energy (zero: lowest compared OMol25 entry of this formula, charge and spin) in kJ/mol: 56.7
E in eV: -104941.8750
Expectation value of S²: 8.79
Frontier orbital gap (spin up / spin down) in eV: 8.831 / 4.654